No. 1
{"formula": "C39H56BrF3NO9S2", "method": "the ωB97M-V functional and the def2-TZVPD basis", "charge": 1, "lumo_ha": -0.157, "energy_ev": -161124.542, "species": ["C", "C", "C", "Br", "N", "C", "C", "C", "C", "C", "C", "C", "C", "C", "C", "C", "C", "C", "C", "C", "C", "C", "C", "O", "C", "C", "O", "C", "C", "O", "O", "C", "C", "F", "F", "F", "C", "C", "C", "C", "O", "H", "H", "H", "H", "H", "H", "H", "H", "H", "H", "H", "H", "H", "H", "H", "H", "H", "H", "H", "H", "H", "H", "H", "H", "H", "H", "H", "H", "H", "H", "H", "H", "H", "H", "H", "H", "H", "H", "H", "H", "C", "C", "C", "S", "O", "O", "C", "H", "H", "H", "H", "H", "H", "H", "H", "C", "C", "C", "S", "O", "O", "C", "H", "H", "H", "H", "H", "H", "H", "H"], "xyz": [[-0.344, -3.940, 0.586], [-1.527, -3.687, -0.334], [-2.591, -2.748, 0.250], [-4.350, -3.023, -0.476], [-2.583, -2.638, 1.732], [-2.195, -1.432, 2.265], [-1.839, -0.283, 1.358], [-2.970, 0.306, 0.523], [-2.727, 0.391, -0.857], [-3.680, 0.878, -1.751], [-4.916, 1.285, -1.263], [-5.158, 1.222, 0.111], [-4.210, 0.739, 1.022], [-4.590, 0.711, 2.478], [-2.092, -1.280, 3.654], [-1.636, 0.013, 4.271], [-0.089, 0.145, 4.360], [0.709, -1.021, 3.790], [2.179, -0.674, 3.568], [2.434, 0.306, 2.424], [1.780, -0.130, 1.108], [2.622, 0.026, -0.151], [2.209, -1.027, -1.152], [2.802, -0.784, -2.435], [1.926, -0.887, -3.476], [1.890, 0.293, -4.386], [1.260, -1.863, -3.618], [-2.352, -2.387, 4.462], [-2.116, -2.193, 5.940], [-1.107, -2.511, 6.441], [-3.096, -1.592, 6.616], [-2.749, -3.605, 3.900], [-2.992, -4.824, 4.786], [-4.195, -5.349, 4.568], [-2.067, -5.757, 4.534], [-2.921, -4.518, 6.074], [-2.895, -3.720, 2.516], [-3.361, -4.998, 1.885], [-4.888, -5.115, 1.859], [-5.513, -6.068, 0.773], [-5.304, -6.274, 2.322], [-0.592, -4.648, 1.373], [-0.006, -3.035, 1.082], [0.478, -4.378, 0.036], [-1.147, -3.205, -1.229], [-1.963, -4.616, -0.681], [-2.361, -1.784, -0.136], [-1.144, -0.670, 0.619], [-1.271, 0.460, 1.897], [-1.769, 0.070, -1.245], [-3.459, 0.923, -2.805], [-5.683, 1.646, -1.927], [-6.121, 1.540, 0.479], [-4.043, 1.459, 3.043], [-4.489, -0.272, 2.927], [-5.633, 0.988, 2.566], [-2.112, 0.182, 5.226], [-2.000, 0.816, 3.647], [0.196, 1.047, 3.824], [0.222, 0.312, 5.384], [0.325, -1.346, 2.828], [0.672, -1.837, 4.506], [2.709, -1.596, 3.341], [2.616, -0.278, 4.483], [2.100, 1.306, 2.682], [3.507, 0.361, 2.272], [1.442, -1.165, 1.179], [0.889, 0.480, 0.967], [3.683, -0.016, 0.080], [2.453, 0.992, -0.606], [1.124, -1.052, -1.247], [2.516, -2.017, -0.813], [1.005, 0.873, -4.148], [1.837, -0.036, -5.415], [2.772, 0.894, -4.247], [-3.856, -1.428, 6.043], [-3.001, -5.092, 0.874], [-3.035, -5.864, 2.443], [-5.437, -4.200, 2.045], [-4.528, -6.182, 0.258], [-5.807, -7.094, 0.561], [1.529, 5.782, 0.113], [2.500, 6.492, -0.840], [3.555, 5.467, -1.269], [2.756, 3.860, -1.188], [3.396, 3.081, -0.155], [2.571, 3.315, -2.507], [1.187, 4.456, -0.558], [0.635, 6.375, 0.299], [2.017, 5.599, 1.073], [1.956, 6.848, -1.716], [2.966, 7.356, -0.370], [3.898, 5.627, -2.287], [4.402, 5.442, -0.586], [0.770, 3.713, 0.120], [0.527, 4.599, -1.413], [6.097, 2.272, -6.560], [6.115, 3.386, -7.616], [4.665, 3.838, -7.831], [3.808, 3.521, -6.280], [2.807, 2.511, -6.511], [3.466, 4.776, -5.655], [5.201, 2.777, -5.433], [7.097, 2.040, -6.198], [5.675, 1.360, -6.988], [6.713, 4.223, -7.252], [6.560, 3.049, -8.551], [4.584, 4.897, -8.060], [4.166, 3.254, -8.601], [4.839, 1.997, -4.769], [5.689, 3.561, -4.855]], "forces_ev_per_a": [[-0.247, -0.278, 0.354], [0.190, -0.079, -0.039], [0.319, -0.342, -0.286], [-0.175, 0.063, -0.030], [-0.226, 0.214, 0.451], [-0.118, -0.046, 0.507], [-0.266, -0.408, -0.547], [-0.325, 0.259, -0.384], [-0.471, 0.303, 0.055], [0.001, -0.111, 0.561], [0.415, -0.160, 0.618], [0.358, -0.186, -0.442], [0.000, -0.083, -0.403], [-0.201, 0.233, -0.280], [-0.220, -0.506, -0.212], [0.269, 0.197, -0.456], [0.002, 0.049, -0.345], [0.509, 0.310, 0.461], [-0.067, 0.164, -0.088], [0.028, -0.345, -0.144], [-0.052, 0.409, 0.058], [-0.130, 0.052, -0.261], [0.516, -0.606, 0.011], [-0.339, 0.916, 0.269], [0.607, 0.114, -0.145], [0.501, -0.293, 0.002], [-0.980, -0.827, 0.082], [-0.215, -0.061, -0.583], [-1.135, 0.126, -0.532], [1.774, -0.319, 0.728], [-0.357, 0.118, 0.061], [0.007, 0.420, -0.181], [0.123, 0.163, -0.224], [-0.152, -0.082, -0.056], [0.038, -0.151, 0.002], [-0.078, 0.006, 0.217], [0.422, 0.139, 0.274], [-0.230, 0.636, -0.392], [-1.667, 1.144, -0.440], [3.222, -0.559, 0.720], [0.423, -1.309, -0.115], [-0.050, -0.100, 0.149], [0.206, 0.220, -0.069], [0.198, 0.055, -0.179], [-0.122, 0.173, -0.231], [-0.063, -0.218, 0.013], [-0.052, 0.375, 0.125], [0.460, -0.002, 0.073], [-0.060, 0.173, 0.264], [0.150, -0.042, -0.055], [0.046, -0.002, -0.136], [-0.106, 0.074, -0.116], [-0.120, 0.050, 0.119], [0.250, -0.053, 0.213], [0.166, -0.107, 0.133], [-0.223, -0.006, 0.062], [-0.008, -0.180, 0.335], [-0.168, 0.206, -0.035], [-0.003, 0.206, -0.096], [-0.049, -0.056, 0.262], [-0.290, -0.206, -0.027], [-0.214, -0.371, -0.116], [0.116, -0.186, 0.004], [0.047, 0.001, 0.182], [0.040, 0.204, 0.070], [0.214, 0.153, 0.041], [0.064, -0.221, 0.049], [-0.326, -0.110, -0.059], [0.182, -0.187, -0.069], [0.078, 0.220, 0.005], [-0.185, 0.052, -0.100], [0.005, -0.173, 0.069], [-0.089, 0.215, 0.015], [-0.163, -0.030, -0.172], [0.120, 0.393, 0.062], [-0.133, 0.030, 0.104], [0.239, -0.020, -0.085], [0.240, -0.068, 0.125], [-0.266, 0.086, 0.359], [0.095, -0.691, 0.234], [-2.310, 0.713, -0.407], [0.089, -0.007, -0.012], [-0.067, -0.038, -0.002], [0.030, 0.284, -0.053], [-0.092, 0.320, 0.016], [0.016, -0.029, 0.008], [0.084, -0.253, 0.038], [-0.135, 0.152, 0.122], [-0.002, 0.007, 0.000], [-0.017, -0.020, 0.008], [-0.008, -0.016, -0.006], [0.014, 0.007, -0.005], [0.052, -0.103, -0.059], [-0.023, -0.105, 0.003], [0.068, -0.084, -0.059], [0.021, -0.028, -0.032], [-0.059, 0.042, -0.080], [-0.034, -0.011, 0.063], [0.276, -0.005, -0.137], [0.169, 0.265, -0.025], [-0.106, 0.010, 0.088], [-0.115, -0.145, 0.021], [0.183, -0.112, -0.016], [0.009, -0.010, 0.004], [-0.003, -0.020, 0.019], [-0.009, 0.004, 0.017], [0.006, 0.002, -0.013], [-0.108, 0.007, 0.036], [-0.071, -0.038, 0.056], [-0.103, 0.041, 0.036], [-0.050, 0.025, -0.001]], "lowdin_charge": [-0.0518, -0.2268, -0.6176, 0.9388, 0.0771, -0.0778, -0.0584, -0.1751, -0.0531, -0.0544, -0.0520, -0.0263, -0.2051, -0.0207, -0.1003, -0.1035, -0.1334, -0.2007, -0.1880, -0.1816, -0.1979, -0.1604, -0.1838, -0.0048, -0.5391, 0.0274, 0.1164, 0.0333, -0.5337, 0.2125, 0.1712, 0.0685, -0.5672, 0.1916, 0.1804, 0.1937, -0.0780, -0.0759, -0.4250, 0.0287, -0.0459, 0.0781, 0.0608, 0.0934, 0.1218, 0.0979, 0.0241, 0.1030, 0.1178, 0.1161, 0.1110, 0.1093, 0.1124, 0.0872, 0.0740, 0.0826, 0.1206, 0.0933, 0.1069, 0.1252, 0.0744, 0.1166, 0.1180, 0.1188, 0.1049, 0.1127, 0.0860, 0.0993, 0.1262, 0.0830, 0.1126, 0.1299, 0.1016, 0.0926, 0.0551, 0.1361, 0.0776, 0.1406, 0.1255, 0.0622, 0.1301, -0.2181, -0.2052, -0.2080, 0.6576, -0.3253, -0.3174, -0.2298, 0.1159, 0.1188, 0.1206, 0.1167, 0.1033, 0.1070, 0.0983, 0.1096, -0.2169, -0.2108, -0.2164, 0.6600, -0.3210, -0.3302, -0.2274, 0.1159, 0.1200, 0.1169, 0.1144, 0.1022, 0.1042, 0.0958, 0.1088]}

=====

No. 2
{"formula": "C5H15NO", "method": "the ωB97M-V functional and the def2-TZVPD basis", "spin_multiplicity": 2, "charge": -1, "s2": 0.750, "lumo_ha": [0.127, 0.125], "energy_ev": -8963.851, "species": ["C", "C", "N", "C", "C", "C", "H", "H", "H", "H", "H", "H", "H", "H", "H", "H", "H", "H", "H", "H", "H", "O"], "xyz": [[-0.443, 0.025, -2.515], [-0.201, -0.529, -1.114], [1.078, 0.001, -0.674], [0.518, 0.289, 1.734], [1.208, 0.903, 0.511], [0.930, 2.360, 0.164], [0.302, -0.226, -3.283], [-0.400, 1.120, -2.484], [-1.364, -0.239, -3.056], [-1.089, -0.427, -0.482], [-0.115, -1.621, -1.190], [1.814, -0.681, -0.595], [0.771, 0.804, 2.661], [-0.545, 0.441, 1.517], [0.677, -0.784, 1.810], [2.295, 0.786, 0.624], [1.864, 2.759, -0.221], [0.196, 2.487, -0.629], [0.547, 2.812, 1.079], [-2.099, -3.917, 1.800], [-3.371, -3.297, 2.431], [-2.573, -3.070, 1.914]], "forces_ev_per_a": [[-0.520, 0.736, -1.204], [0.293, -1.111, -1.226], [0.126, 0.995, 0.760], [-0.726, 0.982, -0.781], [1.124, -2.106, -1.011], [-0.325, -0.669, 0.338], [0.423, -0.283, 0.669], [-0.157, -0.070, 0.095], [-0.251, -0.120, 0.730], [0.366, 0.604, 0.260], [0.008, 0.054, 0.026], [-0.415, -0.416, -0.106], [-0.027, -0.042, 0.053], [-0.168, -0.181, 0.596], [0.193, 0.019, 0.057], [-0.069, 0.503, 0.567], [-0.037, 0.558, 0.255], [-0.217, -0.217, 0.111], [0.298, 0.670, -0.136], [-0.085, -0.026, 0.067], [0.095, -0.158, -0.027], [0.071, 0.280, -0.093]], "lowdin_charge": [-0.1364, -0.3242, -0.0736, -0.1259, -0.4600, -0.0662, 0.0585, 0.0484, 0.0569, 0.0939, 0.0780, 0.0851, 0.0623, 0.0598, 0.0469, 0.1160, 0.0665, 0.0590, 0.0668, -0.0991, -0.0883, -0.5246]}